# 1
18
Properties=species:S:1:pos:R:3:forces:R:3:lowdin_charge:R:1 method="wB97M-V/def2-TZVPD" lumo_ha=0.011 homo_lumo_gap_ev=10.3625 homo_ha=-0.370 spin_multiplicity=1
C 0.361065 0.958762 0.379334 0.45 -0.30 -0.05 -0.18
C 1.781876 0.425060 0.117294 -0.22 -0.08 0.34 -0.13
C 1.834766 -1.080229 0.230414 0.02 0.16 -0.41 -0.22
O 1.129678 -1.795997 -0.440526 0.21 -0.04 0.07 0.03
N -0.535965 0.515836 -0.673029 -0.14 0.58 0.18 0.08
C -1.742928 1.095370 -0.902099 -0.02 -0.26 -0.03 -0.61
O -1.966911 2.099770 -0.025828 1.11 -0.14 0.53 0.11
O -2.535166 0.769044 -1.750030 -0.06 -0.06 -0.16 0.09
H 0.424834 2.043475 0.404460 -0.19 0.03 -0.04 0.12
H -0.007266 0.618580 1.352999 0.14 0.07 0.04 0.13
H 2.090536 0.708485 -0.890130 0.00 -0.02 -0.08 0.13
H 2.487588 0.870754 0.819631 -0.08 0.02 0.01 0.11
H 2.561238 -1.511603 0.936978 -0.02 -0.09 0.10 0.13
H -0.294846 -0.301338 -1.201682 -0.05 -0.14 -0.16 0.13
H -2.801109 2.497378 -0.221526 -1.01 0.29 -0.40 0.11
H -1.244583 -1.915124 0.510467 0.12 -0.45 0.03 0.01
H -0.397214 -3.202532 0.449356 -0.13 0.28 -0.02 0.02
O -1.145599 -2.795689 0.903916 -0.14 0.15 0.06 -0.07



# 2
44
Properties=species:S:1:pos:R:3:forces:R:3:lowdin_charge:R:1 method="wB97M-V/def2-TZVPD" lumo_ha="0.086 / 0.084" s2=0.75 homo_lumo_gap_ev="1.8928 / 8.0166" homo_ha="0.016 / -0.211" total_charge=-1 spin_multiplicity=2
N 4.071340 -0.766275 -2.885049 -1.55 0.40 2.33 -0.02
C 3.008041 -0.418068 -1.950172 -1.21 0.05 1.51 -0.38
C 2.217460 0.915741 -2.284601 -2.35 -3.37 2.21 -0.49
S 0.676724 0.473519 -3.236216 0.47 0.97 -0.94 0.30
S -0.663983 -0.469729 -2.072476 -0.58 -0.52 0.75 0.42
C -1.640119 0.804581 -1.142351 -1.12 -2.46 1.62 -0.49
C -1.311471 0.849937 0.390529 3.16 -0.27 -1.74 -0.37
N -0.585517 2.078721 0.676950 -2.48 0.15 3.26 -0.01
H 4.986979 -0.652073 -2.507629 0.44 -0.16 -1.15 0.05
H 3.665475 -0.990298 -3.770166 1.23 0.02 -0.53 0.06
H 2.245937 -1.274321 -1.995251 0.75 1.37 0.37 0.05
H 3.251768 -0.357287 -0.776275 0.35 -0.28 -2.74 0.13
H 1.797615 1.295288 -1.337480 0.48 0.27 -0.32 0.04
H 2.665131 1.666638 -2.839083 1.22 1.26 -1.01 0.02
H -2.755311 0.698675 -1.242709 0.92 -0.63 -0.37 0.07
H -1.467698 1.666380 -1.684212 0.71 2.13 -0.61 -0.01
H -0.608873 0.059208 0.777516 0.16 0.16 -1.46 0.09
H -2.049160 0.444028 1.002324 -2.15 1.19 1.12 0.03
H 0.073412 2.237085 -0.004041 1.72 0.53 -1.88 -0.02
H -1.185253 2.900970 0.751661 0.17 -0.24 -0.28 0.03
H 1.818814 -2.564355 -3.429387 -1.29 -0.84 -0.30 0.02
H 0.953203 -3.122519 -2.354100 -0.36 -0.17 -0.60 0.01
O 1.011194 -3.141595 -3.329323 1.60 0.83 0.78 -0.12
H -2.245421 3.423850 3.517796 -0.65 0.86 -0.77 0.04
H -1.075837 2.916453 4.190971 3.11 0.34 0.58 0.01
O -1.948265 2.696541 4.037904 -2.44 0.01 0.29 -0.02
H 0.558772 -1.010816 4.263514 2.17 -0.05 1.83 0.04
H -0.195771 -2.195973 3.509970 0.16 -5.12 -0.10 -0.01
O -0.066925 -1.339507 3.687149 -2.37 4.86 -1.77 0.04
H -0.450486 -2.923119 0.123471 -0.69 1.02 1.47 0.06
H -0.982026 -2.163493 1.492189 -0.66 1.57 -0.72 -0.02
O -0.558511 -2.904018 1.105594 1.37 -2.35 -0.72 -0.06
H -1.995267 3.913559 -3.057007 0.00 -0.11 -0.09 -0.04
H -0.650861 3.501526 -3.765775 -3.20 -0.98 0.28 0.03
O -1.690726 3.228050 -3.677848 3.16 1.06 -0.10 -0.29
H 1.644128 -2.045268 2.464708 -0.32 0.20 -0.54 0.00
H 3.153669 -2.002306 2.281972 2.17 0.77 -2.28 -0.02
O 2.491596 -2.205552 2.869120 -1.71 -0.97 2.71 -0.02
H -3.185187 -2.100333 1.039673 -1.19 -0.74 0.44 0.03
H -3.770961 -0.944633 0.044739 -0.70 -0.43 0.34 0.05
O -3.032751 -1.371771 0.468669 1.63 0.75 -0.83 -0.04
H -2.389309 1.139447 3.615304 0.45 9.30 0.02 -0.16
H -1.494253 -0.253332 3.440179 -0.49 1.88 0.27 0.01
O -2.291319 0.306442 3.589262 -0.10 -12.28 -0.31 -0.03



# 3
64
Properties=species:S:1:pos:R:3:forces:R:3:lowdin_charge:R:1 method="wB97M-V/def2-TZVPD" lumo_ha=0.010 homo_lumo_gap_ev=8.7985 homo_ha=-0.314 spin_multiplicity=1
C -2.195746 4.873126 -4.076925 0.49 -0.36 0.32 -0.04
C -1.516198 4.038351 -3.003645 -0.82 1.28 -0.27 -0.28
C -1.501290 4.474840 -1.695515 -0.30 0.69 0.51 -0.04
C -0.923248 3.710650 -0.716397 0.41 -0.45 0.26 -0.02
C -0.332018 2.501770 -1.045109 1.20 -1.16 0.97 -0.15
C 0.296623 1.602661 0.018638 -0.37 0.35 0.74 -0.33
C 1.482122 2.268755 0.770214 0.31 -0.68 -0.10 -0.05
C -0.833144 1.220718 1.030299 0.54 0.60 -0.77 -0.06
C -0.311367 2.067392 -2.352258 -0.25 0.47 -0.06 -0.24
O 0.284759 0.859455 -2.660479 -0.24 -0.31 -0.30 -0.12
C -0.531850 0.059793 -3.516914 -0.25 0.03 -0.66 -0.39
P -0.073006 -1.727849 -3.296782 0.70 0.39 1.73 0.77
S -1.853347 -2.861039 -3.201973 -0.22 0.14 -0.70 0.42
C 0.780140 -2.218739 -4.913429 -1.63 0.38 -0.42 -0.79
F 1.703390 -3.156132 -4.718343 -0.04 -0.10 -0.07 0.10
F 1.366002 -1.166408 -5.505555 0.19 -0.04 0.29 0.10
F -0.140637 -2.683158 -5.800668 0.47 -0.30 -0.08 0.05
C -0.913842 2.857625 -3.313452 0.33 -1.20 -1.10 0.01
H -2.952719 4.268072 -4.581287 0.11 0.18 -0.17 0.08
H -2.673065 5.754408 -3.647141 0.03 -0.08 -0.04 0.07
H -1.419123 5.197707 -4.775610 -0.34 0.03 -0.21 0.08
H -1.948981 5.424249 -1.417524 -0.07 -0.07 -0.16 0.11
H -0.913983 4.003418 0.327890 -0.11 0.18 -0.10 0.13
H 0.683901 0.693813 -0.438216 -0.22 0.13 -0.17 0.11
H 1.826299 3.203905 0.324260 -0.21 0.01 0.09 0.08
H 1.255777 2.398946 1.832298 -0.04 0.30 -0.16 0.07
H 2.335926 1.580972 0.747053 -0.03 0.16 0.00 0.07
H -0.644874 0.264862 1.521241 -0.06 0.12 0.05 0.08
H -0.868712 2.043580 1.749633 -0.34 -0.31 0.18 0.07
H -1.769387 1.225563 0.466587 -0.11 -0.36 0.37 0.07
H -0.431642 0.374016 -4.562028 0.01 -0.04 0.09 0.09
H -1.580288 0.188776 -3.225188 0.04 -0.22 -0.08 0.10
H -1.990536 -2.872726 -1.858626 0.51 0.09 -0.21 -0.18
H -0.921496 2.499807 -4.340138 -0.02 0.17 0.01 0.12
C -5.561487 1.721767 1.698090 0.12 0.12 -0.21 -0.02
C -4.539150 2.532783 2.457281 0.06 0.05 -0.04 -0.51
O -3.772934 3.273035 1.887471 0.02 0.01 0.00 0.06
C -4.516560 2.377395 3.958874 0.20 0.17 -0.03 -0.02
H -5.467081 1.928644 0.633929 0.02 0.01 0.02 0.08
H -5.393413 0.656836 1.867075 -0.14 0.00 0.11 0.08
H -6.567986 1.991158 2.022250 -0.01 -0.15 0.09 0.08
H -4.304200 1.340317 4.223701 -0.17 -0.02 0.04 0.08
H -5.478286 2.674961 4.379851 -0.04 -0.17 0.02 0.08
H -3.738168 3.013373 4.375387 -0.01 0.00 -0.03 0.08
C 2.783880 -2.709064 -1.558941 -0.03 0.20 0.29 -0.05
C 2.862160 -3.112036 -0.107782 -0.03 0.05 0.00 -0.49
O 2.143588 -2.605763 0.726021 0.06 -0.04 0.01 0.06
C 3.873740 -4.172612 0.257370 -0.14 0.09 0.28 -0.01
H 2.020319 -1.945416 -1.680157 0.12 -0.07 0.07 0.01
H 3.744683 -2.304085 -1.883900 0.05 -0.19 -0.09 0.09
H 2.517190 -3.572474 -2.170391 0.17 0.00 -0.08 0.08
H 4.878859 -3.830609 0.005882 0.00 -0.11 -0.15 0.09
H 3.655178 -5.096976 -0.279401 0.14 0.03 -0.11 0.09
H 3.827487 -4.369516 1.326229 0.01 -0.02 -0.02 0.06
C 2.498165 -4.115435 3.867784 0.09 -0.23 -0.06 -0.03
C 3.669306 -4.637709 4.661193 -0.02 -0.11 -0.02 -0.51
O 4.145563 -5.728367 4.443698 0.02 0.04 -0.01 0.06
C 4.223737 -3.737961 5.739989 0.19 -0.22 0.03 -0.03
H 2.201794 -4.858136 3.130220 0.00 0.01 0.01 0.08
H 1.653513 -3.922243 4.531292 0.04 0.18 -0.01 0.09
H 2.777184 -3.197869 3.347486 -0.16 0.09 0.07 0.08
H 3.453149 -3.528083 6.483407 -0.02 0.17 -0.07 0.08
H 4.575999 -2.802916 5.301602 -0.15 0.08 0.06 0.08
H 5.059332 -4.234182 6.229579 -0.02 -0.01 -0.02 0.08